{"formula": "C4H8O2", "method": "ωB97M-V/def2-TZVPD", "symbols": ["C", "O", "C", "C", "C", "O", "H", "H", "H", "H", "H", "H", "H", "H"], "positions_angstrom": [[-2.314, 0.360, -0.183], [-1.093, -0.255, -0.493], [-0.136, -0.077, 0.517], [1.141, -0.734, 0.073], [2.303, 0.056, -0.330], [2.231, -0.547, 0.956], [-2.747, -0.041, 0.746], [-2.196, 1.448, -0.068], [-2.997, 0.160, -1.011], [-0.469, -0.532, 1.465], [0.049, 0.992, 0.715], [1.034, -1.738, -0.344], [2.224, 1.143, -0.345], [3.051, -0.374, -0.994]], "forces_ev_per_angstrom": [[-0.3077, 0.1334, 0.0323], [0.0662, -0.0520, -0.0982], [0.1541, 0.0553, 0.1848], [-0.0790, -0.1486, -0.2113], [0.0856, 0.1792, -0.2370], [0.1334, -0.0501, 0.2306], [0.0720, 0.0264, -0.1204], [-0.0156, -0.1233, -0.0196], [0.0589, 0.0437, 0.1200], [-0.0100, 0.0087, -0.1230], [-0.0380, -0.1292, -0.0415], [-0.0126, 0.1680, 0.1799], [0.0210, -0.1617, 0.0380], [-0.1283, 0.0502, 0.0655]], "nbo_charge": [-0.25, -0.53, -0.08, 0.04, -0.11, -0.49, 0.17, 0.16, 0.20, 0.17, 0.17, 0.19, 0.18, 0.18], "gap_ev": 11.168, "largest_force_ev_per_a": 0.34, "de_lowest_kcal_mol": 58.6}

=====

{"formula": "C4H8O2", "method": "ωB97M-V/def2-TZVPD", "symbols": ["O", "C", "C", "C", "C", "O", "H", "H", "H", "H", "H", "H", "H", "H"], "positions_angstrom": [[1.597, -1.893, -1.166], [0.877, -1.210, -0.476], [1.347, 0.052, 0.245], [0.096, 0.789, 0.752], [-1.137, 0.574, -0.174], [-1.812, -0.718, -0.042], [-0.212, -1.438, -0.335], [1.950, 0.673, -0.436], [2.042, -0.229, 1.051], [-0.141, 0.483, 1.774], [0.296, 1.873, 0.809], [-1.903, 1.302, 0.078], [-0.781, 0.755, -1.203], [-2.218, -1.014, -0.878]], "forces_ev_per_angstrom": [[-0.0558, 0.1308, 0.1042], [0.4937, -0.2809, -0.1033], [-0.1591, -0.1443, -0.0896], [-0.3091, -0.1785, -0.0022], [-0.2172, 0.2021, 0.0249], [-0.0819, 0.5322, 0.0339], [1.2488, -0.3269, -0.0921], [-0.2881, -0.2414, -0.0036], [-0.3116, 0.0088, -0.1322], [-0.1341, -0.0784, -0.0868], [-0.2428, -0.3565, -0.1332], [0.0981, 0.3408, -0.1202], [-0.3617, -0.1952, 0.1590], [0.3209, 0.5875, 0.4411]], "nbo_charge": [-0.53, 0.40, -0.53, -0.43, -0.08, -0.74, 0.16, 0.23, 0.24, 0.22, 0.22, 0.19, 0.17, 0.48], "gap_ev": 9.892, "largest_force_ev_per_a": 1.29, "de_lowest_kcal_mol": 42.7}

=====

{"formula": "C4H8O2", "method": "ωB97M-V/def2-TZVPD", "symbols": ["C", "C", "O", "C", "C", "O", "H", "H", "H", "H", "H", "H", "H", "H"], "positions_angstrom": [[-1.776, -0.232, 0.158], [-0.647, 0.724, -0.103], [-0.787, 1.720, -0.790], [0.751, 0.362, 0.396], [1.212, -0.968, -0.256], [1.591, 1.458, 0.177], [-1.880, -0.856, -0.738], [-2.705, 0.323, 0.303], [-1.562, -0.872, 1.018], [0.777, 0.064, 1.446], [0.616, -1.833, 0.082], [2.246, -1.177, 0.041], [1.153, -0.899, -1.341], [1.140, 1.993, -0.502]], "forces_ev_per_angstrom": [[0.0224, 0.0215, 0.0411], [0.0532, 0.0836, -0.2407], [0.0521, -0.4538, 0.4128], [0.0194, -0.6346, -0.0159], [0.0665, 0.0599, -0.2585], [0.1950, -0.3163, -0.2215], [-0.0555, 0.0111, 0.1682], [0.1308, -0.1012, -0.0285], [-0.1228, 0.0465, -0.1284], [-0.4255, 0.7241, 0.3832], [0.0390, 0.4782, -0.1042], [-0.1724, 0.2120, -0.1257], [0.1120, -0.1122, -0.0998], [0.0858, -0.0186, 0.2177]], "nbo_charge": [-0.72, 0.58, -0.56, -0.01, -0.62, -0.71, 0.25, 0.25, 0.22, 0.18, 0.21, 0.23, 0.21, 0.49], "gap_ev": 11.027, "largest_force_ev_per_a": 0.92, "de_lowest_kcal_mol": 18.0}

=====

{"formula": "C4H8O2", "method": "ωB97M-V/def2-TZVPD", "symbols": ["C", "C", "O", "C", "C", "O", "H", "H", "H", "H", "H", "H", "H", "H"], "positions_angstrom": [[0.685, 0.413, -2.077], [0.320, -0.455, -0.889], [0.248, 0.335, 0.275], [-0.344, -0.431, 1.283], [-0.789, 0.507, 2.383], [-0.992, 0.168, 3.522], [1.738, 0.718, -2.068], [0.073, 1.320, -2.078], [0.500, -0.136, -3.004], [-0.674, -0.950, -0.988], [1.042, -1.274, -0.736], [0.337, -1.201, 1.680], [-1.208, -0.974, 0.833], [-0.917, 1.556, 2.045]], "forces_ev_per_angstrom": [[-0.0397, -0.0410, -0.0382], [-0.0873, -0.2520, -0.3490], [0.0281, -0.0088, 0.0249], [-0.1602, -0.2168, 0.1824], [-0.0934, -0.1875, 0.3159], [0.0518, 0.1025, -0.4709], [-0.1949, -0.1121, 0.1253], [0.0310, -0.1727, -0.0258], [0.0387, 0.0765, 0.0592], [0.4351, 0.3000, -0.4663], [-0.0088, 0.1492, -0.1127], [-0.0903, 0.1663, 0.0475], [0.0850, 0.2763, 0.6280], [0.0051, -0.0802, 0.0796]], "nbo_charge": [-0.63, -0.06, -0.53, -0.18, 0.43, -0.51, 0.22, 0.22, 0.22, 0.16, 0.17, 0.19, 0.19, 0.12], "gap_ev": 11.020, "largest_force_ev_per_a": 0.70, "de_lowest_kcal_mol": 38.4}

=====

{"formula": "C4H8O2", "method": "ωB97M-V/def2-TZVPD", "symbols": ["O", "C", "C", "C", "O", "H", "H", "H", "H", "C", "H", "H", "H", "H"], "positions_angstrom": [[-0.265, -0.571, 1.896], [-0.403, 0.357, 1.162], [-0.477, 1.785, 1.154], [-0.794, 1.015, -0.074], [0.067, 1.265, -1.102], [-1.301, 2.220, 1.669], [0.428, 2.352, 1.095], [-1.845, 0.942, -0.290], [0.162, 0.385, -1.479], [0.896, -1.872, -0.776], [1.320, -2.864, -0.661], [1.659, -1.308, -1.315], [0.100, -2.003, -1.505], [0.453, -1.700, 0.227]], "forces_ev_per_angstrom": [[0.0344, -0.7574, -0.1027], [0.5194, -0.3273, 1.2597], [-0.2246, 1.3026, 1.0336], [-0.8798, 0.0192, -0.4070], [0.3152, -0.8107, -0.9279], [-0.3800, 0.5572, 0.4787], [0.4289, 0.2557, 0.0780], [-0.5003, -0.0715, -0.4441], [0.5770, 0.0666, -0.7045], [-0.4842, -1.3776, -0.2033], [0.1827, -0.3326, -0.1803], [0.0179, 0.6706, 0.9939], [-0.3838, -0.0611, -0.0042], [0.7773, 0.8662, -0.8699]], "nbo_charge": [-0.48, 0.58, -0.56, -0.02, -0.67, 0.24, 0.26, 0.18, 0.48, -0.92, 0.23, 0.22, 0.20, 0.26], "gap_ev": 9.780, "largest_force_ev_per_a": 1.68, "de_lowest_kcal_mol": 80.0}

=====

{"formula": "C4H8O2", "method": "ωB97M-V/def2-TZVPD", "symbols": ["O", "C", "C", "C", "O", "C", "H", "H", "H", "H", "H", "H", "H", "H"], "positions_angstrom": [[2.209, 0.666, 0.167], [0.969, 0.172, 0.589], [-0.304, 0.945, 0.212], [-0.989, -0.427, -0.026], [-1.701, -0.567, -1.229], [0.385, -1.116, -0.036], [2.061, 1.116, -0.673], [1.015, 0.059, 1.675], [-0.203, 1.488, -0.738], [-0.695, 1.644, 0.957], [-1.591, -0.755, 0.835], [-2.383, 0.116, -1.224], [0.734, -1.307, -1.055], [0.493, -2.033, 0.548]], "forces_ev_per_angstrom": [[0.0527, 0.1524, -0.1807], [-0.1421, -0.0959, 0.3127], [-0.0301, 0.0656, 0.0005], [0.0915, 0.0281, 0.3075], [-0.2631, 0.1485, -0.0749], [0.0638, -0.0625, -0.0111], [0.1754, -0.1118, 0.0549], [0.1745, 0.0261, -0.0820], [0.0750, -0.2288, 0.0611], [-0.0848, -0.2032, -0.0706], [0.0313, 0.1349, -0.1438], [-0.0348, -0.1868, -0.1503], [-0.0620, 0.2088, 0.0785], [-0.0473, 0.1245, -0.1017]], "nbo_charge": [-0.70, 0.11, -0.47, 0.10, -0.71, -0.45, 0.46, 0.17, 0.20, 0.21, 0.16, 0.47, 0.22, 0.21], "gap_ev": 10.941, "largest_force_ev_per_a": 0.36, "de_lowest_kcal_mol": 38.5}

=====

{"formula": "C4H8O2", "method": "ωB97M-V/def2-TZVPD", "symbols": ["C", "C", "C", "O", "C", "O", "H", "H", "H", "H", "H", "H", "H", "H"], "positions_angstrom": [[1.385, 0.748, 0.497], [-0.133, 0.724, 0.282], [-0.587, 0.306, -1.117], [-0.531, -1.106, -1.050], [-0.785, -1.464, 0.288], [-0.737, -0.297, 1.075], [1.655, 1.402, 1.332], [1.723, -0.259, 0.757], [1.943, 1.073, -0.389], [-0.591, 1.670, 0.589], [-1.607, 0.668, -1.325], [0.071, 0.629, -1.926], [-1.786, -1.904, 0.389], [-0.019, -2.190, 0.598]], "forces_ev_per_angstrom": [[0.0881, -0.0500, 0.0170], [0.1087, 0.2158, -0.1182], [0.0645, 0.3109, -0.0667], [0.0064, -0.0487, -0.0810], [-0.0813, -0.3525, 0.1449], [-0.1224, 0.0633, 0.0541], [-0.0874, -0.1110, -0.1301], [0.0092, 0.0914, -0.1180], [-0.2176, 0.0132, 0.1507], [0.0822, -0.1268, -0.0890], [0.1672, -0.1625, 0.1082], [-0.0115, 0.0177, 0.1307], [0.1086, 0.0395, 0.0521], [-0.1148, 0.0996, -0.0547]], "nbo_charge": [-0.64, 0.06, -0.09, -0.53, 0.23, -0.53, 0.22, 0.22, 0.21, 0.19, 0.17, 0.19, 0.15, 0.15], "gap_ev": 10.732, "largest_force_ev_per_a": 0.39, "de_lowest_kcal_mol": 32.2}

=====

{"formula": "C4H8O2", "method": "ωB97M-V/def2-TZVPD", "symbols": ["C", "C", "O", "C", "O", "C", "H", "H", "H", "H", "H", "H", "H", "H"], "positions_angstrom": [[1.026, 0.665, 0.177], [0.927, -0.849, -0.050], [-0.082, -1.397, 0.733], [-1.261, -0.861, 0.323], [-1.380, 0.502, 0.476], [-0.345, 1.235, -0.170], [1.288, 0.946, 1.210], [1.797, 1.091, -0.474], [0.241, -1.015, -1.201], [1.851, -1.394, 0.220], [-2.078, -1.342, 0.888], [-1.020, -1.074, -1.132], [-0.469, 2.271, 0.152], [-0.500, 1.172, -1.256]], "forces_ev_per_angstrom": [[-0.1132, -0.0411, -0.2141], [-0.4749, -0.0957, -1.1334], [-0.0294, -0.0477, 0.4436], [-0.2059, -0.4328, -1.9866], [-0.0054, -0.0161, 0.0287], [0.0364, 0.1554, -0.1017], [-0.0521, -0.4477, -0.2566], [-0.1382, -0.0242, -0.0081], [2.9303, 0.3309, 1.8904], [-0.4190, 0.2021, -0.8165], [0.1963, 0.1593, -0.8161], [-1.7172, 0.3053, 2.9546], [0.0266, -0.0930, -0.0724], [-0.0343, 0.0453, 0.0881]], "nbo_charge": [-0.48, -0.06, -0.52, 0.29, -0.53, -0.07, 0.22, 0.22, 0.13, 0.21, 0.20, 0.03, 0.20, 0.18], "gap_ev": 10.817, "largest_force_ev_per_a": 3.50, "de_lowest_kcal_mol": 83.9}

=====

{"formula": "C4H8O2", "method": "ωB97M-V/def2-TZVPD", "symbols": ["C", "C", "O", "C", "C", "O", "H", "H", "H", "H", "H", "H", "H", "H"], "positions_angstrom": [[-1.575, -0.725, -0.369], [-0.579, 0.169, -1.092], [-0.010, 1.152, -0.238], [1.251, 0.837, 0.281], [1.224, -0.128, 1.453], [2.177, -0.797, 1.767], [-2.369, -0.119, 0.074], [-1.103, -1.301, 0.432], [-2.026, -1.439, -1.067], [0.213, -0.435, -1.560], [-1.085, 0.729, -1.884], [1.678, 1.774, 0.665], [1.936, 0.439, -0.483], [0.269, -0.155, 2.023]], "forces_ev_per_angstrom": [[-0.0274, -0.0127, 0.0539], [-0.1038, -0.1373, -0.1347], [-0.0225, 0.0687, 0.0548], [0.2111, 0.0220, 0.0507], [0.2820, -0.1798, 0.0378], [-0.4203, 0.2267, -0.0611], [0.0684, -0.0740, -0.0578], [0.0012, 0.0412, -0.0958], [0.0511, 0.1254, 0.0581], [-0.0710, 0.1272, 0.0651], [0.0257, -0.1158, 0.0281], [-0.0327, -0.1490, -0.0802], [-0.0905, 0.0639, 0.1114], [0.1287, -0.0064, -0.0304]], "nbo_charge": [-0.64, -0.07, -0.53, -0.18, 0.41, -0.51, 0.22, 0.20, 0.22, 0.17, 0.19, 0.22, 0.19, 0.11], "gap_ev": 10.668, "largest_force_ev_per_a": 0.48, "de_lowest_kcal_mol": 37.6}

=====

{"formula": "C4H8O2", "method": "ωB97M-V/def2-TZVPD", "symbols": ["O", "C", "C", "C", "O", "C", "H", "H", "H", "H", "H", "H", "H", "H"], "positions_angstrom": [[0.683, -1.228, -1.144], [0.494, 0.141, -0.842], [-0.972, 0.356, -0.466], [-1.168, -0.270, 0.881], [0.634, -0.425, 1.376], [1.289, 0.438, 0.458], [0.759, -1.633, -0.263], [0.698, 0.690, -1.769], [-1.454, -0.159, -1.293], [-1.243, 1.418, -0.461], [-1.465, -1.318, 0.934], [-1.866, 0.324, 1.517], [1.263, 1.478, 0.837], [2.349, 0.188, 0.234]], "forces_ev_per_angstrom": [[0.1913, -0.0302, 0.2192], [0.1258, 0.5612, 0.0593], [0.2728, -0.0158, -0.2026], [1.7162, -0.1627, 0.3388], [-2.6434, 0.5535, -0.3617], [-0.5749, 0.1223, -0.6226], [-0.0103, -0.1934, -0.2082], [0.4228, 0.1390, 0.3875], [-0.7103, -0.0226, 0.2399], [0.0947, -0.2199, -0.0520], [0.4398, 0.1644, -0.1582], [1.4187, -0.2990, 0.1949], [-0.1482, -0.2339, -0.5096], [-0.5952, -0.3630, 0.6753]], "nbo_charge": [-0.72, 0.09, -0.51, -0.05, -0.60, -0.11, 0.48, 0.19, 0.25, 0.21, 0.20, 0.20, 0.17, 0.20], "gap_ev": 10.816, "largest_force_ev_per_a": 2.72, "de_lowest_kcal_mol": 65.4}

=====

{"formula": "C4H8O2", "method": "ωB97M-V/def2-TZVPD", "symbols": ["O", "C", "C", "C", "C", "O", "H", "H", "H", "H", "H", "H", "H", "H"], "positions_angstrom": [[1.888, 0.591, 1.093], [1.117, -0.191, 1.601], [-0.184, -0.637, 0.980], [-0.837, 0.400, 0.061], [-0.146, 0.563, -1.284], [-0.187, -0.690, -1.949], [1.355, -0.630, 2.595], [-0.867, -0.929, 1.788], [0.021, -1.551, 0.402], [-1.873, 0.095, -0.121], [-0.866, 1.376, 0.560], [-0.678, 1.333, -1.866], [0.886, 0.899, -1.128], [0.370, -0.629, -2.733]], "forces_ev_per_angstrom": [[-0.3468, -0.2700, 0.2666], [0.2221, 0.1895, -0.1762], [-0.0238, 0.0481, -0.0139], [-0.0601, 0.0363, -0.0142], [-0.0032, 0.3746, 0.2349], [0.1454, -0.0861, -0.2652], [0.0033, -0.0134, -0.1532], [0.1067, 0.0390, -0.1070], [0.0102, 0.0982, 0.1388], [0.1149, 0.0482, 0.0219], [0.0073, -0.1265, -0.0663], [0.0810, -0.1562, 0.0822], [-0.1506, -0.0909, -0.0610], [-0.1063, -0.0908, 0.1126]], "nbo_charge": [-0.53, 0.45, -0.53, -0.41, -0.07, -0.73, 0.10, 0.22, 0.26, 0.21, 0.21, 0.16, 0.19, 0.47], "gap_ev": 10.628, "largest_force_ev_per_a": 0.51, "de_lowest_kcal_mol": 27.3}

=====

{"formula": "C4H8O2", "method": "ωB97M-V/def2-TZVPD", "symbols": ["C", "C", "O", "C", "O", "C", "H", "H", "H", "H", "H", "H", "H", "H"], "positions_angstrom": [[1.641, 0.106, -0.066], [0.472, 0.158, 0.734], [0.430, -0.561, 1.807], [-0.858, -0.861, -1.165], [-0.986, 0.632, -1.043], [-0.760, 0.912, 0.271], [0.978, -0.671, -0.709], [2.513, -0.354, 0.388], [1.811, 0.977, -0.690], [-0.491, -0.652, 2.115], [-1.831, -1.256, -0.799], [-0.868, -1.020, -2.248], [-1.601, 0.626, 0.945], [-0.573, 1.987, 0.421]], "forces_ev_per_angstrom": [[0.0845, 0.2545, 0.2737], [0.1830, 0.1719, 0.0879], [-0.1318, 0.0446, -0.0773], [-0.3822, -0.2018, -0.2799], [0.0975, -0.1225, -0.0080], [0.0863, 0.1131, 0.3974], [-0.2404, -0.1075, -0.1190], [-0.1153, -0.0257, -0.0485], [-0.0729, -0.0929, 0.0114], [0.1320, 0.0468, -0.0535], [0.2290, 0.0659, -0.0825], [0.0302, -0.0406, 0.0447], [0.1065, -0.0213, -0.1480], [-0.0063, -0.0846, 0.0015]], "nbo_charge": [-0.82, 0.70, -0.59, -0.65, -0.56, -0.14, 0.38, 0.25, 0.26, 0.51, 0.14, 0.16, 0.15, 0.21], "gap_ev": 6.396, "largest_force_ev_per_a": 0.51, "de_lowest_kcal_mol": 136.5}

=====

Calculated calculated total energy (eV), listed in the same order as above: -8370.74017, -8371.42983, -8372.49939, -8371.61795, -8369.81274, -8371.61183, -8371.88331, -8369.64182, -8371.64923, -8370.44755, -8372.09839, -8367.36064